1.
Here is the molecule C5H11N from OMol25. Energies are from ωB97M-V/def2-TZVPD.

## Properties
- gap between HOMO and LUMO (eV) = 10.002
- energy (eV) = -6852.2545
- SMILES = CCN1C[C@H]1C

Each line ends with the Löwdin charge.
Positions of all 17 atoms, in Å:
1 C 1.54584 -0.95083 -1.05381  -0.1082
2 C 0.22972 -0.34963 -1.54215  -0.2515
3 N -0.68481 0.18303 -0.52531  -0.0862
4 C -0.41341 1.49166 0.03484  -0.1213
5 C -0.29840 0.27259 0.87139  -0.3600
6 C -1.32997 -0.11603 1.90033  -0.0591
7 H 2.18258 -0.22013 -0.54230  0.0677
8 H 1.36509 -1.78656 -0.36864  0.0750
9 H 2.11021 -1.33748 -1.90912  0.0721
10 H 0.43550 0.45411 -2.26043  0.1099
11 H -0.31925 -1.12276 -2.09286  0.1034
12 H 0.51355 1.99352 -0.25184  0.1088
13 H -1.27579 2.15119 0.13075  0.1044
14 H 0.72445 -0.00937 1.12531  0.1205
15 H -1.12842 0.37248 2.86057  0.0738
16 H -1.32830 -1.19978 2.06306  0.0727
17 H -2.32858 0.17400 1.56021  0.0780

Atomic forces in eV per Å
0.04 0.00 0.05
0.08 -0.05 -0.16
-0.03 -0.10 -0.07
0.02 0.26 0.03
0.09 -0.08 0.18
-0.04 0.01 0.00
-0.09 -0.08 -0.08
0.03 0.13 -0.09
-0.09 0.07 0.11
-0.04 -0.11 0.08
0.07 0.10 0.09
-0.12 -0.11 0.04
0.14 -0.11 0.00
-0.16 0.02 -0.07
-0.02 -0.06 -0.13
0.00 0.14 -0.03
0.14 -0.02 0.04


2.
Here is a cluster of 2 separate species, CHO2S2 in total from OMol25. Energies are from ωB97M-V/def2-TZVPD.

## Properties
- gap between HOMO and LUMO (spin up / spin down) (eV) = 5.330 / 5.334
- charge = -1
- energy (eV) = -26815.4880

Each line ends with the Löwdin charge.
Positions of all 6 atoms, in Å:
1 C 0.64555 0.34799 -0.51944  -0.9967
2 O -0.82252 -1.17216 1.68496  -0.5465
3 O -1.77607 1.04590 -1.51908  -0.6398
4 S 2.14354 0.01613 -0.03422  0.5675
5 S -0.28833 0.92552 -1.72573  0.7481
6 H 0.09783 -1.16339 2.11350  -0.1326

Atomic forces in eV per Å
1.33 -0.67 0.59
2.18 0.41 0.32
1.19 -0.13 -0.18
-1.70 0.37 -0.44
-1.12 -0.05 0.70
-1.88 0.06 -0.99


How do the records compare in strongest force on any atom? In the order shown, they have 0.3 2.2 eV/A.
How do the records compare in ΔE to the lowest compared entry with this formula, charge and spin? In the order shown, they have 29.4 117.1 kcal per mole.
How do the records compare in molar mass? In the order shown, they have 85.15 109.15 g/mol.